The following is a DFT calculation (ωB97M-V with the def2-TZVPD basis set) of an isolated molecule of C4H6OS in a non-equilibrium geometry.

Each line ends with the natural charge from an NBO analysis.
Geometry (Å):
1 C -0.8101 -0.0198 1.0240  -0.08
2 O -0.9640 1.0079 0.0164  -0.52
3 H -0.3184 0.4033 1.9219  0.17
4 S -0.4937 -1.5686 -1.1679  0.18
5 H -0.1272 1.4515 -1.7234  0.20
6 H 0.9434 1.6847 -0.3216  0.16
7 H -1.7960 -0.4116 1.2636  0.20
8 C 0.1795 1.0575 -0.7685  -0.07
9 C 0.7452 -0.3894 -0.7910  -0.36
10 H 1.8487 -0.5685 -0.8940  0.24
11 C 0.1079 -1.0193 0.3861  -0.36
12 H 0.6847 -1.6276 1.0546  0.23

Results
relative energy (zero: lowest compared OMol25 entry of this formula, charge and spin) = 132.4 kJ/mol
max |F| = 2.028 eV Å⁻¹
M = 102.16 g mol⁻¹
E = -17126.75795 eV
SMILES = C1OC[C@H]2S[C@@H]12
Kohn-Sham gap = 9.818 eV

=====

The following is a DFT calculation (ωB97M-V with the def2-TZVPD basis set) of an isolated molecule of C4H6OS in a non-equilibrium geometry.

Each line ends with the natural charge from an NBO analysis.
Geometry (Å):
1 C 1.9741 -0.4066 -0.4860  -0.68
2 H 1.7125 0.2027 0.3946  0.22
3 H 2.5630 0.2915 -1.3260  0.25
4 C 0.5593 -1.0727 -0.8004  -0.22
5 H -1.6009 -1.0873 -0.2779  0.27
6 H -2.3311 2.5781 1.5047  0.16
7 S -0.2063 1.0605 0.5759  0.09
8 H 0.2688 -1.9048 -1.5737  0.23
9 O -2.7509 0.7131 0.9478  -0.51
10 C -0.5583 -0.5562 -0.1670  -0.39
11 H 2.3635 -1.3665 0.0492  0.24
12 C -1.9937 1.5482 1.1586  0.34

Results
relative energy (zero: lowest compared OMol25 entry of this formula, charge and spin) = 339.0 kJ/mol
max |F| = 4.766 eV Å⁻¹
M = 102.16 g mol⁻¹
E = -17124.61670 eV
SMILES = C/C=C\SC=O
Kohn-Sham gap = 9.270 eV

=====

The following is a DFT calculation (ωB97M-V with the def2-TZVPD basis set) of an isolated molecule of C4H6OS in a non-equilibrium geometry.

Each line ends with the natural charge from an NBO analysis.
Geometry (Å):
1 S -0.9317 -1.5148 -0.2957  0.21
2 C 1.6454 -0.3180 0.4148  -0.64
3 H 2.2447 -1.2064 0.3415  0.21
4 H -2.9202 -0.1336 0.7192  0.25
5 H -1.7736 2.0346 -0.0144  0.22
6 C -1.2645 1.0353 0.0087  0.08
7 C 0.4806 -0.3722 -0.6347  -0.02
8 H 0.9593 -0.6646 -1.6492  0.21
9 H 2.2557 0.5498 0.1066  0.22
10 C -1.8795 -0.1022 0.2592  -0.45
11 H 1.2648 -0.2581 1.4552  0.22
12 O -0.0810 0.9501 -0.7112  -0.51

Results
relative energy (zero: lowest compared OMol25 entry of this formula, charge and spin) = 142.8 kJ/mol
max |F| = 1.960 eV Å⁻¹
M = 102.16 g mol⁻¹
E = -17126.64947 eV
SMILES = C[C@@H]1OC=CS1
Kohn-Sham gap = 8.900 eV

=====

The following is a DFT calculation (ωB97M-V with the def2-TZVPD basis set) of an isolated molecule of C4H6OS in a non-equilibrium geometry.

Each line ends with the natural charge from an NBO analysis.
Geometry (Å):
1 C 0.3438 1.2473 -0.0428  -0.55
2 C 0.3088 -1.1277 0.5984  -0.57
3 H 0.8093 2.1939 0.4476  0.25
4 C -0.9311 -1.0526 -0.3119  -0.09
5 S 1.4677 0.0136 -0.2015  0.30
6 H -0.6252 -0.9008 -1.4173  0.17
7 H 0.0454 -0.6172 1.6579  0.24
8 C -1.0009 1.1460 0.1996  0.09
9 O -1.6941 -0.0014 -0.0565  -0.49
10 H -1.8058 1.9274 0.1319  0.22
11 H 0.8710 -2.0588 0.6701  0.24
12 H -1.5501 -2.0281 -0.4731  0.20

Results
relative energy (zero: lowest compared OMol25 entry of this formula, charge and spin) = 270.6 kJ/mol
max |F| = 5.820 eV Å⁻¹
M = 102.16 g mol⁻¹
E = -17125.32515 eV
SMILES = C1=CSCCO1
Kohn-Sham gap = 8.801 eV

=====

The following is a DFT calculation (ωB97M-V with the def2-TZVPD basis set) of an isolated molecule of C4H6OS in a non-equilibrium geometry.

Each line ends with the natural charge from an NBO analysis.
Geometry (Å):
1 S 0.2410 1.3731 -1.8294  0.21
2 C 0.4367 -1.2813 1.2295  -0.63
3 H -1.3829 1.7802 -0.0628  0.17
4 O -1.0355 -0.2464 -0.2662  -0.49
5 H -0.0898 -0.9759 2.0504  0.22
6 H 0.1447 -2.3261 0.8550  0.23
7 C 0.2586 -0.2171 0.1386  0.29
8 C -1.2480 0.9886 -0.8086  -0.18
9 H -2.1009 1.1027 -1.4806  0.21
10 H 2.1865 0.5629 -0.5788  0.25
11 H 1.5082 -1.3209 1.3258  0.22
12 C 1.0813 0.5603 -0.5729  -0.49

Results
relative energy (zero: lowest compared OMol25 entry of this formula, charge and spin) = 159.2 kJ/mol
max |F| = 4.633 eV Å⁻¹
M = 102.16 g mol⁻¹
E = -17126.47974 eV
SMILES = CC1=CSCO1
Kohn-Sham gap = 8.822 eV

=====

The following is a DFT calculation (ωB97M-V with the def2-TZVPD basis set) of an isolated molecule of C4H6OS in a non-equilibrium geometry.

Each line ends with the natural charge from an NBO analysis.
Geometry (Å):
1 H -0.1917 1.5784 0.5814  0.24
2 H 2.1393 0.7151 0.9749  0.24
3 C 0.1238 0.5534 0.2720  -0.31
4 C 1.4588 -0.0634 0.5703  -0.41
5 O -3.5473 -0.6045 -0.1137  -0.93
6 H 0.7355 -0.8952 -1.4079  0.23
7 H -0.9355 -1.2883 0.4453  0.23
8 H 1.2616 -1.1294 0.9640  0.22
9 C 0.9968 0.0964 -0.9281  -0.41
10 S -2.5162 0.3924 -0.1803  1.17
11 C -1.0954 -0.2011 0.3363  -0.50
12 H 1.5703 0.8462 -1.5143  0.23

Results
relative energy (zero: lowest compared OMol25 entry of this formula, charge and spin) = 310.4 kJ/mol
max |F| = 2.501 eV Å⁻¹
M = 102.16 g mol⁻¹
E = -17124.91328 eV
Kohn-Sham gap = 8.828 eV

=====

The following is a DFT calculation (ωB97M-V with the def2-TZVPD basis set) of an isolated molecule of C4H6OS in a non-equilibrium geometry.

Each line ends with the natural charge from an NBO analysis.
Geometry (Å):
1 H -0.4398 -2.2736 -0.9622  0.22
2 H 1.5957 0.2106 -1.7931  0.22
3 C 1.0562 0.1911 -0.7814  0.04
4 C -0.8598 0.8604 0.4419  -0.09
5 O 0.2500 1.2230 -0.4483  -0.53
6 H 2.2566 -0.0591 1.6180  0.13
7 H -2.5084 -0.6195 0.2602  0.23
8 H -1.4593 1.7797 0.4018  0.21
9 C -0.5392 -1.2436 -0.5524  -0.17
10 C -1.4010 -0.4795 0.0010  -0.34
11 S 2.4305 -0.4068 0.3648  -0.12
12 H -0.3814 0.8175 1.4498  0.18

Results
relative energy (zero: lowest compared OMol25 entry of this formula, charge and spin) = 408.5 kJ/mol
max |F| = 4.444 eV Å⁻¹
M = 102.16 g mol⁻¹
E = -17123.89612 eV
Kohn-Sham gap = 9.230 eV

=====

The following is a DFT calculation (ωB97M-V with the def2-TZVPD basis set) of an isolated molecule of C4H6OS in a non-equilibrium geometry.

Each line ends with the natural charge from an NBO analysis.
Geometry (Å):
1 O -1.4112 -0.2221 2.0572  -0.53
2 C -0.7871 -0.9076 -0.9561  -0.67
3 H 0.0535 -1.5925 -0.8595  0.23
4 H 2.2032 0.0272 -0.3333  0.20
5 H -0.9200 -0.6461 -2.0032  0.23
6 C -0.5754 0.3091 -0.1332  -0.15
7 H -1.6740 -1.4355 -0.6027  0.24
8 C -0.4977 0.1268 1.3679  0.37
9 H 1.8418 1.8279 -0.0835  0.21
10 H -1.0285 1.2308 -0.4717  0.23
11 C 1.6361 0.8005 0.1569  -0.57
12 S 1.1594 0.4813 1.8612  0.22

Results
relative energy (zero: lowest compared OMol25 entry of this formula, charge and spin) = 259.0 kJ/mol
max |F| = 3.839 eV Å⁻¹
M = 102.16 g mol⁻¹
E = -17125.44540 eV
Kohn-Sham gap = 9.093 eV